{
  "formula": "C20H46O28S6",
  "method": "ωB97M-V/def2-TZVPD",
  "smiles": "O=S1(=O)CCCC1.O=S1(=O)OCCO1.O=S1(=O)OCCO1.O=S1(=O)OCCO1.O=S1(=O)OCCO1.O=S1(=O)OCCO1.OCCO.OCCO.OCCO",
  "symbols": ["S", "C", "H", "H", "H", "O", "C", "H", "C", "H", "O", "H", "H", "H", "O", "O", "H", "O", "H", "C", "C", "H", "H", "H", "O", "O", "C", "O", "O", "H", "H", "C", "H", "H", "H", "O", "H", "O", "O", "H", "H", "C", "H", "H", "H", "H", "O", "H", "H", "H", "C", "H", "H", "C", "H", "H", "O", "H", "O", "C", "O", "S", "H", "H", "S", "O", "O", "O", "O", "H", "C", "S", "O", "C", "C", "O", "H", "C", "H", "S", "C", "H", "O", "C", "S", "H", "C", "O", "O", "O", "H", "H", "H", "H", "H", "C", "O", "C", "H", "O"],
  "coordinates": [[-2.810403, 0.630571, 6.132824], [-4.062773, -1.859599, 1.457694], [2.702677, 3.745851, 0.849404], [-2.732393, 3.391391, -6.405546], [2.824997, -1.384899, -4.255236], [-1.335603, 3.112491, -4.873236], [4.211617, -3.885449, -2.555966], [-4.697883, -1.001059, 1.239394], [3.746207, -1.516209, -3.687586], [3.635097, 1.838111, 2.100224], [-2.240743, 0.889341, -5.409586], [4.534467, -1.003759, -1.718666], [3.776707, -4.880099, -2.654086], [-0.923473, 4.509431, 1.798574], [4.034927, 1.352091, 0.158764], [-4.652843, -3.105719, 1.308374], [5.292507, 2.306191, 1.602164], [1.217647, 0.577021, 1.797644], [4.413317, 1.751751, -0.627806], [3.335157, -2.923029, -1.679956], [2.245997, -2.190239, 2.959744], [0.309527, -1.911049, -3.648826], [-3.277173, -1.831739, 0.702604], [-2.661633, 5.407191, -0.167056], [-3.833033, 0.243851, 7.129004], [0.365107, 0.344231, -1.007056], [-3.346893, -1.925889, 2.876194], [-0.074603, 0.916311, -4.020606], [4.419827, -3.061119, 2.632474], [-3.251043, 4.121191, -4.898146], [5.194477, -4.083209, -2.128206], [3.697047, -1.516819, -2.191526], [-0.448963, 1.329401, 2.032614], [0.051447, -0.430679, -1.479016], [1.002427, -2.168809, 1.360504], [-3.439973, -3.433459, -2.605056], [-2.024993, -2.831979, -5.296056], [-3.816133, 3.703001, 0.607094], [-4.313313, -5.412809, 2.225854], [4.049497, 4.263931, -0.737636], [2.056667, 0.723401, 1.354684], [-0.594213, -2.520409, -3.654856], [2.816827, -0.893209, -2.035256], [3.642007, -1.766219, 1.339534], [3.902477, 4.231431, 1.914874], [-1.012163, -0.220679, 0.361954], [-3.190633, 1.525701, 1.542074], [4.315297, -3.681109, 1.907014], [4.297307, -1.240659, 2.979034], [-2.067123, 5.669011, 2.125104], [-1.627963, -2.014729, -4.693916], [2.239547, -2.658389, 3.944074], [0.252657, 0.658191, 7.200544], [-0.249693, 0.681331, 6.233484], [-2.408923, -1.379889, 2.977254], [-3.921803, -1.762079, 3.787644], [-2.675523, -4.478389, 0.596974], [-0.219123, 2.843261, 6.448224], [-2.693263, 3.917161, 2.577034], [-1.993723, 4.677451, 1.678434], [1.354937, -2.804999, 1.987084], [4.364247, -3.242569, -4.224586], [3.378247, -3.128469, -0.610366], [-1.210003, -1.275869, -5.377656], [-0.715543, 1.603461, -5.183026], [-1.361163, -0.201069, 6.286894], [-2.908403, -3.331559, 2.935354], [-3.276923, -1.055099, -1.516636], [-5.028413, 2.962671, 2.672604], [-0.738353, 2.226461, 4.852364], [4.245147, 2.263411, 1.303324], [-3.588083, -4.251599, 1.722394], [-3.258493, 0.637141, 4.733164], [-0.523883, 0.683521, -0.001506], [0.195467, 1.303991, 1.153884], [-2.693173, -1.406569, -3.947076], [2.279467, -3.049499, -1.919986], [3.652627, -1.917929, 2.418874], [-3.739323, 1.619941, -4.218276], [-3.769363, 2.864741, 1.950464], [-2.684473, 3.291651, -5.321176], [0.369577, 0.220691, 5.463794], [-1.213953, -2.322129, -2.363926], [-3.230043, 1.852881, -5.153406], [-2.864433, -2.099279, -2.441526], [-0.637603, -3.607679, -3.718586], [-0.719933, 2.029201, 5.924204], [3.357567, -3.985899, -4.988666], [-0.019373, 1.555881, -6.481076], [4.543997, 4.320251, 0.083274], [4.476917, -0.850409, -4.146786], [1.744297, -1.231449, 3.090574], [-1.312933, 1.290571, -0.445326], [-1.991133, 3.750121, -0.272886], [-4.048323, 1.676651, -5.851606], [-2.618693, 4.426711, 0.307204], [-2.060073, 2.081461, 6.454224], [3.776187, 3.641691, 1.006934], [0.740367, 2.226741, 0.954594], [5.747577, -3.154689, -4.625326]],
  "atomic_forces_ev_per_a": [[-1.1, 0.0, -0.4], [2.4, 1.1, 0.9], [-0.2, -0.5, -0.6], [0.6, 0.7, -0.1], [-0.3, 0.0, 0.5], [1.6, -0.5, 0.5], [-0.3, -0.9, 1.3], [-0.4, -0.5, 0.5], [1.4, -1.5, -2.3], [0.2, 0.0, 0.1], [2.6, 1.6, 0.1], [0.2, -0.4, -0.1], [-0.2, 0.1, -0.1], [0.1, -0.7, -0.7], [0.1, 0.6, 1.3], [-1.0, -1.7, 0.2], [0.1, -0.2, -0.1], [0.9, -1.6, -0.1], [0.2, 0.1, 0.0], [0.6, -0.4, -1.6], [-1.4, 2.6, -1.3], [0.2, -0.7, -0.1], [0.3, 0.4, 0.1], [-1.2, -0.4, -0.4], [3.4, 1.2, -2.0], [1.5, -0.2, -0.8], [0.1, -0.9, -0.7], [-1.9, 2.7, -2.9], [1.3, -2.0, -0.1], [0.6, -0.3, 0.7], [0.2, 0.5, 0.0], [-1.5, 0.9, 0.6], [-1.0, 1.1, -0.6], [-0.2, 0.0, -0.1], [0.2, 0.5, 0.3], [0.4, 2.9, 0.8], [0.0, -0.1, 0.1], [-1.2, 1.0, -1.2], [1.4, 2.4, -0.4], [0.4, 0.3, -0.4], [0.1, -0.2, -0.5], [-2.1, -0.3, 0.4], [0.1, 0.4, 0.8], [-0.3, 0.9, 0.0], [0.1, -0.2, 0.6], [-0.2, -0.1, 0.2], [-1.6, 4.1, 1.9], [-0.1, -0.1, 0.1], [-1.0, 1.1, -0.1], [-0.5, 0.5, -0.8], [-0.1, 0.0, 0.1], [0.1, -0.7, -0.5], [0.0, -0.2, 0.0], [1.3, -1.9, 0.4], [-0.3, 0.4, -0.4], [-0.4, 0.1, -0.4], [-1.2, 0.9, 2.3], [0.3, -0.3, -0.1], [-1.5, -3.0, 2.3], [1.2, 1.2, 0.4], [1.0, -1.4, 0.7], [-1.5, 0.4, 1.3], [0.5, 0.3, -0.1], [-0.2, 0.1, 0.3], [0.0, -2.3, -0.5], [-2.9, 0.3, 0.0], [-0.8, -1.3, -1.5], [0.5, -2.2, -1.6], [2.7, -0.3, -1.3], [-0.1, 0.1, -0.1], [-0.5, -1.2, -1.3], [0.0, -0.9, -0.4], [1.3, -0.1, 2.5], [-0.5, -0.9, 0.1], [0.5, 0.7, 1.5], [-0.8, -0.2, 1.2], [-0.1, -0.3, -0.2], [-0.2, -1.3, 0.4], [0.6, 0.3, 0.6], [0.6, -2.3, -0.9], [-0.1, -2.8, -1.4], [0.4, 0.5, 0.1], [-1.3, 1.0, 1.4], [-2.8, 0.1, 0.5], [2.1, -0.7, -2.3], [1.5, 0.1, -0.4], [-1.2, 1.8, -0.5], [1.1, 1.1, 0.1], [-1.5, 0.6, 3.0], [0.2, 0.1, -1.6], [0.0, 0.1, 0.2], [0.4, 0.4, 0.6], [-0.2, 0.5, 0.5], [0.1, 0.2, -0.1], [0.2, 0.1, -0.5], [1.4, -0.6, 0.7], [-1.4, -1.3, 0.0], [-0.5, 0.9, 2.2], [-1.0, 0.8, -0.5], [-0.3, -0.1, -0.2]],
  "lowdin_charge": [0.775, -0.192, 0.116, 0.125, 0.088, -0.209, -0.229, 0.136, -0.195, 0.110, -0.214, 0.117, 0.097, 0.124, -0.083, -0.196, 0.126, -0.080, 0.073, -0.166, -0.204, 0.117, 0.083, 0.136, -0.241, -0.052, -0.103, -0.261, -0.076, 0.140, 0.101, -0.231, 0.115, 0.057, 0.062, -0.222, 0.130, -0.200, -0.246, 0.093, 0.047, -0.122, 0.099, 0.106, 0.124, 0.120, -0.271, 0.081, 0.124, 0.133, -0.160, 0.124, 0.137, -0.199, 0.114, 0.115, -0.258, 0.143, -0.200, -0.214, -0.074, 0.708, 0.097, 0.106, 0.792, -0.193, -0.222, -0.237, -0.211, 0.123, -0.191, 0.717, -0.271, -0.256, -0.224, -0.232, 0.106, -0.249, 0.129, 0.728, -0.136, 0.136, -0.251, -0.213, 0.750, 0.136, -0.183, -0.353, -0.250, -0.027, 0.096, 0.076, 0.112, 0.120, 0.132, -0.128, -0.202, -0.305, 0.113, -0.333]
}

***

{
  "formula": "C33H40N3O2SSi",
  "method": "ωB97M-V/def2-TZVPD",
  "total_charge": 1,
  "symbols": ["H", "H", "H", "C", "H", "C", "H", "H", "C", "H", "C", "H", "C", "H", "H", "H", "H", "H", "H", "C", "O", "C", "C", "C", "H", "Si", "H", "H", "C", "H", "C", "H", "C", "H", "C", "H", "S", "C", "C", "C", "H", "C", "C", "C", "H", "H", "C", "H", "H", "H", "H", "C", "H", "C", "C", "C", "H", "C", "C", "H", "C", "H", "C", "H", "H", "O", "C", "N", "C", "H", "N", "H", "N", "C", "C", "H", "H", "H", "H", "C"],
  "coordinates": [[5.698442, 1.126564, -0.566738], [0.844013, 5.271107, 4.035432], [-5.732519, -6.321648, 6.507528], [1.883733, 4.148671, 2.518055], [5.727493, -0.871140, -6.384044], [1.314387, 0.365750, -4.495051], [-2.993091, -3.181979, 3.686646], [2.298020, -0.235533, -1.673467], [-4.291910, 1.573459, -4.404190], [7.125655, 1.556411, -3.657966], [-6.049758, -4.603499, 7.768701], [7.499182, 0.176906, -4.933900], [-6.130733, -3.212456, 7.825748], [3.246726, 0.479875, -0.096261], [3.565974, 4.256944, -3.021016], [0.126010, 3.252995, 5.288286], [2.467180, 3.809237, -1.511144], [5.195114, 2.938176, -0.431347], [-5.608181, -2.501171, 4.541963], [1.090330, 1.880831, 3.935887], [2.013894, -2.358298, -3.920701], [-2.649841, 0.103810, 2.879326], [-2.955634, 1.654163, -4.011658], [5.270723, 0.291556, -4.467858], [-2.443602, 2.612798, -4.020906], [3.847309, 1.750125, -2.216014], [-2.408227, -1.619165, -3.269889], [-2.929997, 1.091902, 3.234150], [2.966168, 0.262418, -4.650222], [7.854125, -2.818190, -1.591750], [-5.972577, -2.455735, 6.665091], [-4.781268, -1.765467, -3.981196], [1.124169, 4.283015, 3.680608], [2.837717, 2.775938, 1.158831], [0.723695, 3.148734, 4.386184], [-1.631497, -3.420052, 1.625542], [0.764794, -1.399556, -4.012250], [-2.683680, -2.298374, 3.134604], [-5.800528, -5.237873, 6.551339], [-1.919483, -2.432533, 1.975193], [-6.179713, -5.193188, 8.672079], [-2.935114, -0.724839, -3.591268], [2.247164, 2.880522, 2.065726], [-5.728871, -3.090284, 5.446820], [-4.821433, 2.469203, -4.716657], [1.012114, 1.090398, -3.610133], [6.827815, 0.475848, -3.992965], [-1.582236, 0.853070, 1.164081], [6.363748, 2.483853, -1.838451], [0.778086, 0.644978, -5.496910], [-0.112786, -1.950321, -4.971380], [-5.638637, -4.480868, 5.391330], [1.705223, 1.400248, -0.775529], [1.854527, 1.746672, 2.776476], [-2.277275, 0.504711, -3.607484], [-4.947097, 0.342353, -4.396857], [-3.648000, -0.926210, 4.487003], [-1.890277, -0.030534, 1.716772], [2.882730, 3.424250, -2.561102], [-1.235209, 0.567340, -3.304066], [5.458592, 2.078868, -1.217129], [-0.936293, -1.403267, 0.357548], [-3.050314, -1.030471, 3.584901], [-6.318093, -2.717687, 8.775477], [-5.442798, -4.975317, 4.443007], [0.081667, -1.461077, -2.622667], [7.442884, -1.767473, -1.981717], [3.602087, -0.460170, -5.845132], [-4.269870, -0.806550, -3.989095], [-6.039147, -1.371829, 6.709363], [4.985686, -0.461215, -5.749334], [1.905736, 3.210295, -3.207819], [4.056310, 0.800207, -3.726144], [7.110151, -0.683222, -2.837363], [2.634755, 0.714799, -1.069075], [0.780919, 0.997226, 4.487929], [-5.986796, 0.278221, -4.708405], [2.142512, 0.759152, 2.426824], [2.191774, 5.032274, 1.965363], [-1.526845, -1.298683, 1.264444]],
  "atomic_forces_ev_per_a": [[-0.1, 1.9, -1.5], [0.0, -0.1, -0.1], [0.0, 0.2, 0.0], [-0.1, -0.1, 0.1], [-1.7, 0.5, 0.8], [1.4, 0.3, -0.2], [0.0, 0.1, -0.1], [0.5, 1.6, 1.7], [0.1, -0.1, 0.0], [-0.9, -2.2, -0.5], [0.0, 0.1, -0.2], [-1.5, 0.7, 2.2], [0.0, -0.1, -0.1], [-1.4, 0.1, -1.9], [-1.6, -1.5, 0.7], [0.1, 0.0, -0.1], [1.1, -0.9, -2.2], [0.4, -1.8, -1.8], [0.0, -0.1, 0.1], [0.1, 0.1, -0.1], [-3.9, 3.9, -1.6], [0.1, -0.2, -0.1], [-0.1, -0.1, -0.1], [0.0, 0.0, -0.5], [-0.1, -0.1, 0.0], [-1.5, 1.7, 3.3], [-0.1, 0.1, 0.0], [0.0, -0.1, -0.1], [3.4, -1.5, -3.0], [-1.3, 3.0, -0.9], [0.0, -0.2, 0.0], [0.1, 0.2, 0.0], [0.0, -0.2, -0.1], [0.0, 0.0, 0.1], [0.1, 0.0, -0.2], [0.0, 0.1, 0.0], [2.6, -5.1, 6.1], [0.1, 0.1, -0.1], [0.0, 0.2, 0.0], [-0.1, 0.2, 0.1], [0.0, 0.1, -0.1], [-0.1, 0.0, -0.1], [-0.2, 0.0, 0.2], [0.0, -0.1, 0.2], [0.1, -0.1, 0.0], [0.7, -1.7, -1.9], [-0.1, -1.9, 0.4], [0.0, -0.1, 0.1], [-1.6, -0.9, 1.4], [1.3, -0.4, 1.9], [0.7, 1.1, 0.5], [0.0, 0.1, 0.1], [1.9, -1.7, -0.7], [-0.1, 0.2, 0.0], [-0.2, 0.1, -0.2], [0.2, 0.0, 0.1], [0.1, 0.0, -0.1], [-0.1, -0.2, 0.1], [-0.6, 0.3, 0.0], [-0.3, 0.0, 0.1], [0.5, 0.4, 0.8], [-0.1, 0.0, 0.1], [0.1, 0.0, -0.1], [0.0, -0.1, -0.2], [0.0, 0.1, 0.1], [1.4, 1.4, -4.9], [-1.9, 7.1, -7.1], [-1.8, 2.2, 3.6], [0.1, 0.2, 0.0], [0.0, -0.1, 0.0], [-2.2, 4.4, 7.2], [2.2, 0.7, 1.1], [1.6, -4.8, -7.7], [2.6, -7.2, 5.0], [-0.1, 0.3, -0.3], [0.0, 0.1, -0.1], [0.2, 0.0, 0.1], [-0.1, 0.1, 0.1], [0.0, -0.1, 0.1], [-0.1, 0.0, 0.1]],
  "lowdin_charge": [0.064, 0.104, 0.101, -0.098, 0.200, -0.158, 0.096, 0.035, -0.087, 0.115, -0.094, 0.138, -0.095, 0.056, 0.054, 0.105, 0.067, 0.079, 0.090, -0.087, -0.427, -0.096, -0.095, -0.069, 0.098, 0.517, 0.088, 0.101, -0.128, 0.086, -0.097, 0.106, -0.089, 0.067, -0.085, 0.101, 0.800, -0.092, -0.095, -0.092, 0.101, -0.097, -0.114, -0.108, 0.105, 0.104, -0.116, 0.096, 0.041, 0.135, 0.114, -0.100, 0.073, -0.098, -0.115, -0.082, 0.092, -0.102, -0.204, 0.053, -0.205, 0.089, -0.096, 0.101, 0.100, -0.419, 0.092, 0.084, -0.081, 0.100, 0.078, 0.048, 0.002, -0.086, -0.179, 0.106, 0.107, 0.096, 0.098, -0.097]
}

***

{
  "formula": "CH10N2O3",
  "method": "ωB97M-V/def2-TZVPD",
  "symbols": ["O", "H", "O", "H", "H", "H", "C", "H", "H", "H", "H", "H", "H", "O", "N", "N"],
  "coordinates": [[2.215532, -0.008215, -0.686135], [-3.443922, 0.292220, 0.729962], [1.548820, 0.037776, 1.614651], [3.175830, -0.041136, -0.830652], [-1.058530, -0.743321, -1.687488], [-1.264304, -0.960017, 0.575085], [-0.296221, -0.314158, -0.998359], [0.657729, -0.347018, -1.529528], [1.616717, 0.893071, 2.065432], [-1.594146, 1.044905, -0.089375], [0.450444, -0.882004, 0.806326], [-0.855398, 1.574406, -1.583858], [1.959110, 0.072898, 0.522591], [-2.541906, 0.219612, 0.383663], [-0.317677, -1.116753, 0.160059], [-0.717171, 1.022065, -0.732635]],
  "atomic_forces_ev_per_a": [[0.6, 0.4, 0.0], [0.3, 0.5, -0.3], [0.1, 0.1, -0.2], [-0.5, -0.2, 0.0], [0.0, 0.0, -0.4], [0.7, -0.2, 0.1], [0.1, 0.9, 1.3], [0.7, 0.1, -0.2], [-0.2, -0.3, -0.3], [-1.1, 0.0, 1.5], [0.6, -0.4, 0.5], [-0.1, -0.3, 0.0], [0.2, 0.1, 0.1], [-0.5, -0.3, 0.4], [-1.8, 0.3, -0.5], [0.8, -0.7, -2.0]],
  "nbo_charge": [-1.032, 0.474, -0.969, 0.466, 0.330, 0.422, -0.153, 0.321, 0.474, 0.441, 0.436, 0.374, 0.484, -1.025, -0.619, -0.424]
}

***

{
  "formula": "C2H5N3O",
  "method": "ωB97M-V/def2-TZVPD",
  "smiles": "N=C=[NH+]/C=[NH+]\\O",
  "total_charge": 2,
  "symbols": ["N", "H", "H", "N", "O", "H", "H", "H", "N", "C", "C"],
  "coordinates": [[1.287151, -0.211059, -0.016847], [-1.294239, 1.779354, 0.367082], [0.843011, 1.846450, -0.167408], [-0.859377, 0.851275, 0.059464], [0.878330, -1.448541, 0.074491], [2.264062, -0.185831, -0.243248], [-3.282916, -1.335459, 0.326460], [1.348395, -2.139537, -0.289406], [-2.684920, -0.729289, -0.059908], [0.527615, 0.820244, -0.037926], [-1.731417, -0.081799, -0.056276]],
  "atomic_forces_ev_per_a": [[0.9, 0.2, -1.3], [0.8, -1.2, -0.6], [1.3, -0.2, 0.2], [0.7, 1.9, 0.6], [-5.1, 1.7, 2.7], [1.0, 1.1, 0.1], [-3.3, -3.1, 1.6], [2.9, -2.1, -1.8], [4.4, 3.4, -1.9], [-1.0, 0.2, -0.1], [-2.6, -2.0, 0.6]],
  "nbo_charge": [-0.075, 0.525, 0.303, -0.614, -0.472, 0.471, 0.485, 0.549, -0.305, 0.357, 0.776]
}

***

no.,total energy (Eh)
1,-5285.12751
2,-2283.23496
3,-379.04699
4,-317.87694